The following is a DFT calculation (wB97M-V/def2-TZVPD) of a structure of composition C33H30BCeF4N5O3Si in a non-equilibrium geometry.

Structure (XYZ):
```
78
Properties=species:S:1:pos:R:3
Ce 0.62150 0.05445 1.09969
O 2.33490 -3.56181 -0.92154
C 1.56855 -2.88204 -0.27090
N 1.86167 -1.70741 0.37971
C 3.22132 -1.48167 0.65316
C 4.10552 -2.50199 0.94706
C 5.38738 -2.20043 1.34508
C 5.73406 -0.82754 1.45767
C 4.86669 0.19202 1.14979
C 3.57511 -0.15952 0.69510
N 2.58138 0.76307 0.31481
C 2.86103 2.03487 -0.19982
O 3.93218 2.41974 -0.60439
C 1.60350 2.86574 -0.30448
C 1.58788 3.81868 -1.31070
C 0.43125 4.53355 -1.45442
C -0.68951 4.27520 -0.65397
C -0.53658 3.38531 0.38760
N 0.56339 2.64614 0.48781
C 0.14211 -3.26910 -0.19005
C -0.38263 -4.47890 -0.61935
C -1.76508 -4.60090 -0.72428
C -2.55216 -3.55505 -0.25175
C -1.92342 -2.42100 0.21280
N -0.63186 -2.24600 0.24855
H 3.76436 -3.53344 0.82590
H 6.07207 -3.01491 1.58409
H 6.62698 -0.54914 1.93747
H 5.14896 1.25346 1.36501
H 2.46815 3.96465 -1.99020
H 0.38528 5.41152 -2.12934
H -1.63885 4.81586 -0.71450
H -1.33527 3.06906 1.01575
H 0.25255 -5.32705 -0.89476
H -2.18584 -5.57088 -1.00607
H -3.59958 -3.60579 -0.15529
H -2.48329 -1.65471 0.73560
C -3.71630 -0.07138 3.00131
Si -2.53255 1.23132 2.40548
C -3.54714 2.76792 1.97971
C -1.12712 1.78868 3.59391
N -1.63340 0.65875 0.96877
C -2.29563 0.68091 -0.27156
C -3.67089 0.75674 -0.40854
C -4.25573 0.85624 -1.69904
C -3.51989 0.76077 -2.87671
C -2.12366 0.58303 -2.71800
C -1.60660 0.49030 -1.47371
O -0.20116 0.26758 -1.28672
C 0.42259 -0.31300 -2.42552
C 0.04450 -1.55720 -2.85385
C 0.71572 -2.08756 -3.96369
C 1.60668 -1.29921 -4.71078
C 1.92465 -0.03247 -4.27390
C 1.39179 0.40999 -3.06621
H -4.27921 0.07170 3.94802
H -3.21337 -1.03858 3.08152
H -4.53263 -0.12925 2.25801
H -3.02528 3.70651 2.22185
H -4.46237 2.69398 2.52033
H -3.78939 2.83137 0.93507
H -1.41743 2.66447 4.15952
H -0.28913 2.12413 2.94012
H -0.66862 1.02852 4.29515
H -4.30043 0.92462 0.45275
H -5.35009 0.87976 -1.71834
H -4.01274 0.74074 -3.85355
H -1.51433 0.26540 -3.55113
H -0.68465 -2.10057 -2.26220
H 0.47911 -3.08399 -4.33076
H 2.04320 -1.65325 -5.63066
H 2.68257 0.53766 -4.79673
H 1.62951 1.41983 -2.72546
F 1.95035 0.24171 3.22290
B 1.39276 -0.82321 4.00732
F 0.26309 -1.31799 3.20140
F 2.37715 -1.81015 4.06451
F 0.87241 -0.41890 5.19256
```

Energy above the lowest of the compared OMol25 structures with the same formula, charge and spin ... 0.000 eV
HOMO-LUMO gap (spin up / spin down) ... 6.38 / 6.35 eV
Max |F| ... 2.2 eV/A
E_HOMO (spin up / spin down) ... -0.2850 / -0.2850 Ha
Net charge ... 0
M ... 799.6 g/mol

How positive or negative is each atom? The Löwdin charges in e answer that: 1.40, 0.09, -0.44, -0.02, -0.23, -0.01, -0.05, -0.08, 0.00, -0.22, -0.05, -0.42, 0.10, -0.20, 0.00, -0.04, -0.01, -0.10, 0.06, -0.17, 0.02, -0.03, -0.02, -0.12, 0.08, 0.12, 0.11, 0.08, 0.13, 0.15, 0.13, 0.12, 0.06, 0.13, 0.12, 0.10, 0.10, -0.16, 0.47, -0.16, -0.13, -0.20, -0.32, -0.05, -0.07, -0.06, 0.00, -0.18, -0.11, -0.27, -0.01, -0.03, -0.07, -0.05, 0.02, 0.05, 0.03, 0.03, 0.04, 0.03, 0.02, 0.03, 0.02, 0.05, 0.07, 0.10, 0.11, 0.12, 0.12, 0.11, 0.10, 0.11, 0.12, 0.07, -1.20, 0.02, 0.16, 0.19